[1]
# H6N3P

A 2-piece molecular cluster, H6N3P overall at a distorted geometry (the ωB97M-V functional and the def2-TZVPD basis, OMol25).

Element x y z (Å)
N: 0.178 -1.132 -1.273
N: -1.072 0.061 1.452
N: 0.778 1.470 0.383
P: 0.589 -0.140 1.048
H: 1.188 -1.513 -1.558
H: -0.106 -2.060 -1.024
H: -1.481 0.921 1.128
H: -1.573 -0.720 1.858
H: 0.670 1.462 -0.633
H: 1.292 2.107 0.817

Results
ΔE to the lowest compared entry with this formula, charge and spin	49.9	kcal/mol
frontier orbital gap (spin up / spin down)	0.3021 / 0.3023	hartree
lowest unoccupied orbital energy (spin up / spin down)	0.236 / 0.236	eV
E_HOMO (spin up / spin down)	-0.2934 / -0.2936	Ha
strongest force on any atom	6.5	eV/A

Charges computed using Mulliken, reported in e: number 1, N, carries -0.733; number 2, N, carries -0.441; number 3, N, carries -0.507; number 4, P, carries 0.343; number 5, H, carries 0.183; number 6, H, carries 0.190; number 7, H, carries 0.278; number 8, H, carries 0.222; number 9, H, carries 0.271; number 10, H, carries 0.194

[2]
# H6N4

One molecule with the formula H6N4 at a distorted geometry (the ωB97M-V functional and the def2-TZVPD basis, OMol25).

Element x y z (Å)
N: 1.526 0.025 -0.115
N: -1.701 -0.710 -0.039
N: 0.343 0.582 0.459
N: -0.878 0.396 -0.260
H: 2.164 -0.358 0.574
H: 2.001 0.724 -0.594
H: -1.358 -1.743 -0.139
H: -1.880 -0.714 0.949
H: 0.454 1.569 0.469
H: -0.671 0.229 -1.305

Results
ΔE to the lowest compared entry with this formula, charge and spin	23.8	kcal/mol
frontier orbital gap	0.3716	hartree
lowest unoccupied orbital energy	1.212	eV
E_HOMO	-0.3271	Ha
strongest force on any atom	3.9	eV/A

Charges computed using Mulliken, reported in e: number 1, N, carries -0.485; number 2, N, carries -0.526; number 3, N, carries -0.219; number 4, N, carries -0.208; number 5, H, carries 0.249; number 6, H, carries 0.205; number 7, H, carries 0.225; number 8, H, carries 0.254; number 9, H, carries 0.234; number 10, H, carries 0.272

[3]
# H6NOSi2

A 2-piece molecular cluster, H6NOSi2 overall at a distorted geometry (the ωB97M-V functional and the def2-TZVPD basis, OMol25).

Element x y z (Å)
N: 1.644 -1.171 1.173
O: 1.969 -2.405 1.386
Si: -2.109 0.486 -0.403
Si: 1.623 -0.026 -0.083
H: -1.819 1.906 -0.118
H: -2.028 -0.478 0.630
H: -3.189 0.620 -1.400
H: 0.163 -0.179 -0.455
H: 1.342 1.261 0.588
H: 2.405 -0.015 -1.319

Results
ΔE to the lowest compared entry with this formula, charge and spin	139.8	kcal/mol
frontier orbital gap (spin up / spin down)	0.1878 / 0.2227	hartree
lowest unoccupied orbital energy (spin up / spin down)	2.995 / 4.142	eV
E_HOMO (spin up / spin down)	-0.0778 / -0.0705	Ha
strongest force on any atom	2.3	eV/A
total charge	-1

Charges computed using Mulliken, reported in e: number 1, N, carries 0.007; number 2, O, carries -0.593; number 3, Si, carries 0.191; number 4, Si, carries 0.251; number 5, H, carries -0.104; number 6, H, carries -0.053; number 7, H, carries -0.102; number 8, H, carries -0.270; number 9, H, carries -0.133; number 10, H, carries -0.194

Please write out number 1 again, unchanged.
# H6N3P

A 2-piece molecular cluster, H6N3P overall at a distorted geometry (the ωB97M-V functional and the def2-TZVPD basis, OMol25).

Element x y z (Å)
N: 0.178 -1.132 -1.273
N: -1.072 0.061 1.452
N: 0.778 1.470 0.383
P: 0.589 -0.140 1.048
H: 1.188 -1.513 -1.558
H: -0.106 -2.060 -1.024
H: -1.481 0.921 1.128
H: -1.573 -0.720 1.858
H: 0.670 1.462 -0.633
H: 1.292 2.107 0.817

Results
ΔE to the lowest compared entry with this formula, charge and spin	49.9	kcal/mol
frontier orbital gap (spin up / spin down)	0.3021 / 0.3023	hartree
lowest unoccupied orbital energy (spin up / spin down)	0.236 / 0.236	eV
E_HOMO (spin up / spin down)	-0.2934 / -0.2936	Ha
strongest force on any atom	6.5	eV/A

Charges computed using Mulliken, reported in e: number 1, N, carries -0.733; number 2, N, carries -0.441; number 3, N, carries -0.507; number 4, P, carries 0.343; number 5, H, carries 0.183; number 6, H, carries 0.190; number 7, H, carries 0.278; number 8, H, carries 0.222; number 9, H, carries 0.271; number 10, H, carries 0.194

> Which of these has the highest strongest force on any atom?

H6N3P

> Which of these has the lowest strongest force on any atom?

H6NOSi2

> Among the records above, which one has the lowest ΔE to the lowest compared entry with this formula, charge and spin?

H6N4